Record 1
The following is a quantum chemistry calculation of C5H9NOS in the gas phase at a distorted geometry, from the Open Molecules 2025 dataset.

Geometry as XYZ:
```
17
Properties=species:S:1:pos:R:3
H 1.9675 -1.4644 -0.3180
H 0.7398 1.0724 -0.8198
H -1.1315 -0.7878 -2.2590
C 1.5461 -0.9282 -1.4490
O -2.3048 0.6890 0.8042
C -0.9289 -0.0925 -1.5549
H 2.5201 -0.6870 -2.2213
N -0.6360 -0.5636 -0.2969
H 0.9224 0.3512 1.2214
H -1.6100 0.8294 -1.5612
C 0.5104 0.0614 -1.1091
C -1.1087 0.2403 0.8240
H 0.9517 -1.7962 -1.9636
C -0.0642 0.3562 1.9073
S 0.0620 1.7636 3.0064
H -1.3171 1.5605 3.2876
H -0.1189 -0.6043 2.5019
```

For the energy, the calculation gives -19700.49147 eV. Its energy above the lowest of the compared OMol25 structures with the same formula, charge and spin is 367.79 kJ/mol.

Record 2
The following is a quantum chemistry calculation of C11H12O2 in the gas phase at a distorted geometry, from the Open Molecules 2025 dataset.

Geometry as XYZ:
```
25
Properties=species:S:1:pos:R:3
H -2.3174 1.8585 -3.4439
C -1.0475 -0.8690 -0.0372
H -1.5842 3.2457 -2.6902
C 2.4729 -0.4231 2.6731
C 2.1740 -1.5882 1.8857
C 1.5428 0.6362 2.5046
H -0.4207 1.9651 -3.0336
C 0.4980 -2.6739 0.2542
H 2.1239 1.4700 2.9774
C -1.4865 2.1150 -2.7316
H 2.5794 -2.5374 1.7326
C 0.4242 0.6910 1.6808
O 1.0191 -3.7473 -0.0789
O -0.8440 -2.2799 -0.2175
H -2.1434 -0.4695 0.2699
H 0.0734 -0.0890 -2.0455
H -0.9128 1.9135 -0.6603
C -0.9701 -0.1550 -1.4466
H 3.4973 -0.4318 3.1838
C -1.5233 1.3814 -1.4141
C 1.0737 -1.5660 1.0021
H -2.4995 1.3351 -0.8536
C 0.1791 -0.5108 0.7909
H -0.2400 1.5304 1.7412
H -1.6684 -0.8014 -2.0433
```

For the energy, the calculation gives -15694.17568 eV. Its energy above the lowest of the compared OMol25 structures with the same formula, charge and spin is 276.85 kJ/mol.

Record 3
The following is a quantum chemistry calculation of a molecular structure, C4H5O3Sn at a distorted geometry, from the Open Molecules 2025 dataset.

Geometry as XYZ:
```
13
Properties=species:S:1:pos:R:3
O 2.9249 -1.0652 -0.2087
H -1.9016 2.0648 -0.2172
H -0.4459 0.4463 -1.3871
C -1.9904 1.0158 0.1022
C -0.5166 -1.0112 0.1263
C 1.8097 -0.6114 0.1855
Sn 4.5186 -0.4270 -0.5902
H -2.9336 0.6274 -0.3107
C -0.8288 0.2075 -0.3886
O 1.5506 0.5564 0.4995
H -0.9195 -1.3416 1.0879
O 0.7885 -1.4549 -0.0977
H -2.0559 0.9932 1.1988
```

For the energy, the calculation gives -16199.64126 eV. Its energy above the lowest of the compared OMol25 structures with the same formula, charge and spin is 0.00 kJ/mol. The multiplicity is 2. Its expectation value of S² is 0.7534.

Record 4
The following is a quantum chemistry calculation of a molecular structure, C48H38ClFeN11O, from the Open Molecules 2025 dataset.

Geometry as XYZ:
```
100
Properties=species:S:1:pos:R:3
C 3.4158 4.6491 0.3193
N -0.9975 -2.0708 -2.1993
C 7.4489 0.4148 -0.7818
N 0.5338 2.7644 2.1949
C -0.2937 4.3954 0.5536
C -0.2504 2.9934 -1.2229
C -0.2988 0.7844 -4.1386
N 4.0837 0.2580 -1.4084
C -0.8378 6.7007 0.5519
C -2.2525 -4.5820 -0.8303
H 1.8876 2.9308 4.7759
H 7.0171 2.7717 0.3077
H 6.6298 0.0066 -0.1827
C 1.8046 1.8542 4.8407
O 6.8590 0.6016 -3.7184
H -1.3555 7.5453 -1.3584
C 1.0846 -0.2548 3.9132
H -1.2750 -4.4923 2.9731
C -0.8889 5.4726 -1.5454
C -1.5540 -4.5187 1.9287
H 7.8083 -0.3521 -1.4695
C -0.5037 4.3424 -0.8254
C -0.3329 1.3184 -2.7683
C 1.5656 -0.9683 4.9930
C -0.6072 -1.3709 -5.1754
H -2.5875 -6.3817 2.0317
N -0.5422 0.2672 -1.8696
H -1.0392 5.4286 -2.6155
C -0.5534 -0.5694 -4.0525
N 2.1428 0.1499 -0.4603
C 2.2970 1.1476 5.9325
C 3.9593 5.9061 0.1288
N -0.3711 -1.5770 0.0943
C -0.1216 0.6125 -6.4892
H 8.9703 1.6363 -2.5738
H 0.0472 1.0598 -7.4596
H -0.8160 -2.4293 -5.0967
C 0.4188 -0.7016 2.6768
C 0.0959 3.0805 0.9591
H 7.5424 1.1905 -4.0562
C 3.1421 0.3199 0.4544
H 0.1102 2.4736 -5.4054
H 8.1022 3.1757 -2.7652
H 4.5878 -0.0460 -3.3683
N 0.0961 -1.9225 2.4534
N 4.3342 0.3718 -0.0831
C 0.6187 1.5361 2.5568
C -2.2797 -5.5636 1.3946
C 3.9689 4.0711 -1.9661
H 5.3995 2.3164 -0.2119
H 2.9919 0.3962 1.5209
C -2.6260 -5.5937 0.0299
C -0.4645 -2.2719 1.2752
Fe 0.0860 0.3017 -0.0581
N 0.1769 0.4070 1.8616
H 5.4686 2.2993 -4.4870
C 5.1174 0.1503 -2.4364
C 2.7845 0.0976 -1.6132
C 4.4998 6.2680 -1.0959
C -0.9973 -2.3289 -0.8743
H 2.7789 1.6831 6.7393
H 6.1471 3.3914 -3.3066
C 3.4113 3.7473 -0.7366
C 4.0450 3.0653 -3.0881
N 0.1029 2.2412 -0.1299
H -0.2671 5.6260 2.3300
C -1.5235 -3.5222 -0.2912
C -0.4522 5.5837 1.2652
H 2.3394 -0.0435 -2.5862
H -0.4141 -1.3460 -7.3092
C 5.4614 2.5509 -3.4248
C 7.0290 1.6798 -1.5381
H 5.7117 -0.7324 -2.2120
H 4.9139 7.2577 -1.2317
H 6.2460 3.6516 -1.0084
Cl 3.9655 7.0459 1.4411
C -0.3828 -0.7556 -6.4033
H 3.3635 2.2504 -2.8710
C 1.2004 1.1189 3.8399
H 3.0145 4.3772 1.2879
C 6.3720 2.6607 -0.5661
H -3.1978 -6.4302 -0.3489
H 8.8647 2.7672 -1.2421
C -0.7168 -0.8936 -2.6243
C 2.1795 -0.2408 6.0075
H -2.5097 -4.6086 -1.8805
H 8.2667 0.6567 -0.1011
C 8.3070 2.3495 -2.0810
C -1.1840 -3.4901 1.0623
C 4.5040 5.3463 -2.1306
C 6.0946 1.3116 -2.7237
H 2.9831 2.7637 -0.5823
H 2.5740 -0.7582 6.8716
N -0.2404 2.5707 -2.5063
H 1.4638 -2.0440 5.0406
H -0.9685 7.6428 1.0671
C -1.0548 6.6460 -0.8376
H 3.6608 3.5322 -3.9981
H 4.9392 5.6268 -3.0838
C -0.0794 1.4099 -5.3499
```

For the energy, the calculation gives -115739.39787 eV. Its energy above the lowest of the compared OMol25 structures with the same formula, charge and spin is 32.35 kJ/mol. The multiplicity is 6. Its expectation value of S² is 8.8304. As for the net charge: +1.